A cluster of 3 separate species, C3H11NO in total at a distorted geometry, computed with the ωB97M-V functional and the def2-TZVPD basis.

Computed properties:
electronic energy = -6821.9451 eV
maximum force = 0.057 Eh/bohr
total charge = 0
orbital gap = 0.30028 hartree

Geometry as XYZ:
```
16
Properties=species:S:1:pos:R:3:forces:R:3:lowdin_charge:R:1
C -1.313 0.706 -0.490 -0.59 -0.53 0.94 -0.090
H -0.427 -0.715 0.739 -1.34 0.00 -2.34 0.042
O 0.065 0.395 2.109 -0.49 -1.40 -1.08 -0.350
H 0.808 -0.170 -2.072 -0.10 0.31 0.04 0.116
H -1.443 1.102 -1.498 0.04 -0.08 0.03 0.087
H 0.327 0.807 2.931 0.24 -0.60 0.69 -0.029
H -2.270 0.610 0.028 -0.22 0.05 -0.39 0.083
H -0.053 -1.079 1.402 0.71 1.58 2.35 0.286
H -1.182 -1.515 -0.805 -0.15 0.01 0.15 0.117
H -0.760 1.354 0.179 0.27 0.33 -0.44 0.064
N 1.634 0.152 -0.106 0.72 -0.59 -2.08 -0.003
C -0.617 -0.644 -0.486 1.04 0.56 -0.16 -0.183
H 1.183 0.173 0.791 0.30 1.34 0.66 -0.016
C 0.810 -0.565 -1.057 -0.07 -1.46 1.18 -0.289
H 2.010 0.970 -0.545 0.01 0.56 0.80 0.067
H 1.227 -1.580 -1.119 -0.37 -0.08 -0.35 0.099
```
Positions in Å, forces in eV/Å.